Below is a gas-phase ion, C6H10N3 (charge +1) in a non-equilibrium geometry, with properties calculated with ωB97M-V with the def2-TZVPD basis set.

Structure (XYZ):
```
19
Properties=species:S:1:pos:R:3:forces:R:3:nbo_charge:R:1
C -1.74780 1.72397 -0.25184 1.4 0.6 -1.2 -0.466
N -1.68790 0.47390 0.42417 1.6 -1.5 2.4 -0.063
N -2.12449 -0.55654 -0.04680 -0.4 1.6 -2.5 -0.126
C -1.99373 -1.86187 0.09300 1.6 -1.5 2.3 0.078
C -0.76302 -2.56340 0.03316 -3.5 0.5 -0.1 -0.370
C 0.52595 -2.11877 -0.30500 1.7 0.8 -0.4 -0.249
C 1.11696 -0.93751 -0.43530 -1.5 -1.1 0.7 0.418
N 1.63546 0.20519 -0.50914 0.2 -0.2 -0.5 -0.469
C 2.44441 0.86239 0.54444 1.3 1.6 2.7 -0.473
H -2.52172 2.26654 0.26286 -0.1 0.7 0.2 0.258
H -0.67665 2.30625 -0.13503 -2.9 -1.6 -0.3 0.230
H -2.06260 1.53894 -1.29148 0.3 0.6 0.1 0.213
H -2.92713 -2.40555 0.39423 1.0 0.5 -0.7 0.261
H -0.91025 -3.63113 0.08563 0.3 0.0 -0.1 0.250
H 1.19194 -2.95896 -0.54612 0.2 0.4 0.1 0.300
H 1.65295 0.54448 -1.47829 0.2 0.7 0.5 0.435
H 2.49360 0.16585 1.49376 0.2 1.1 -2.3 0.259
H 3.48018 1.13399 0.08129 -1.9 -0.8 1.1 0.254
H 2.04057 1.88205 1.06603 0.3 -2.4 -2.0 0.260
```
Forces are in eV/Å.

Computed properties:
lowest unoccupied orbital energy	-0.1547	Ha
energy	-398.44777	Eh
SMILES	C/N=N/C=C\C=C=[NH+]C
F_max	3.6	eV/Å
frontier orbital gap	7.62	eV
total charge	+1